The following is a quantum chemistry calculation of a molecular structure, C9H21ClN3O3, from the Open Molecules 2025 dataset.

CARTESIAN COORDINATES (ANGSTROEM)
Cl -23.01275 5.66447 22.19013
C -25.11991 7.00868 20.16913
C -25.90663 7.19529 21.44400
O -27.05079 7.63440 21.46113
N -25.29173 6.72873 22.53636
C -25.65556 7.11920 23.87997
H -24.98121 5.94993 19.95027
H -24.11557 7.43079 20.20426
H -25.58880 7.35553 19.24830
H -24.41844 6.23078 22.43889
H -24.81194 6.91430 24.53909
H -26.44908 6.44424 24.20070
H -25.88657 8.15877 24.11243
C -22.26312 8.55665 19.62410
C -22.58793 8.96936 20.99977
O -22.79432 10.14813 21.20557
N -22.72263 8.09002 21.95243
C -23.06941 8.39912 23.31922
H -21.39104 9.03048 19.17347
H -23.06834 8.78584 18.92611
H -22.06390 7.49719 19.46304
H -22.76829 7.09289 21.79832
H -22.40809 7.77489 23.92013
H -23.94809 8.13407 23.90725
H -22.88033 9.45884 23.49056
C -20.36093 4.90996 22.79981
C -21.08585 3.74875 23.48417
O -20.36031 2.98651 24.14876
N -22.41236 3.70086 23.40411
C -23.15987 2.63018 24.09969
H -19.28602 4.82164 22.95755
H -20.81477 5.72815 23.35900
H -20.55136 4.94518 21.72715
H -22.76863 4.46561 22.84882
H -24.22359 2.86305 24.05101
H -22.85738 2.42275 25.12612
H -23.07971 1.70386 23.53082

As for the charge: -1. Its energy above the lowest of the compared OMol25 structures with the same formula, charge and spin is 632.1 kJ/mol. The multiplicity is 1. The orbital gap comes out at 8.777 eV. For the HOMO energy, the calculation gives -5.60 eV.

***

The following is a quantum chemistry calculation of a molecular structure, C44H33IrNP2S3Te, from the Open Molecules 2025 dataset.

CARTESIAN COORDINATES (ANGSTROEM)
Ir -0.85561 0.12614 -0.71921
S -1.64949 1.90488 1.40468
P 0.28099 1.41449 1.55397
C 0.45792 -0.16462 0.84296
P 0.08948 -1.55072 1.76065
S -1.88286 -1.98045 2.02886
C 0.76957 -3.06912 0.97277
C 1.20258 -4.13781 1.75718
C 1.64803 -5.31423 1.17200
C 1.64960 -5.45255 -0.20836
C 1.19207 -4.40811 -0.99757
C 0.75258 -3.23089 -0.40992
C 0.87558 -1.58199 3.40177
C 0.13557 -1.47674 4.57135
C 0.77044 -1.53947 5.80607
C 2.14400 -1.71008 5.87542
C 2.89070 -1.81070 4.70727
C 2.25923 -1.73952 3.47807
C 1.21455 2.69129 0.61940
C 1.12816 2.70750 -0.76459
C 1.70229 3.71441 -1.51961
C 2.37271 4.74994 -0.88277
C 2.44686 4.76470 0.50158
C 1.86836 3.74724 1.24990
C 1.02323 1.60966 3.19607
C 2.39512 1.42505 3.36745
C 2.99195 1.74182 4.57474
C 2.22233 2.24347 5.61999
C 0.85664 2.41139 5.45890
C 0.25655 2.09582 4.24558
H 1.18575 -4.06272 2.83643
H 1.98883 -6.12777 1.79985
H 1.99754 -6.37123 -0.66352
H 1.16904 -4.50376 -2.07640
H 0.39226 -2.43048 -1.03545
H -0.93947 -1.35987 4.51403
H 0.18629 -1.46198 6.71402
H 2.63658 -1.75949 6.83833
H 3.96444 -1.93999 4.75653
H 2.83997 -1.82188 2.56619
H 0.59749 1.91537 -1.28373
H 1.62403 3.68854 -2.59942
H 2.82465 5.54454 -1.46243
H 2.95486 5.57481 1.00910
H 1.92557 3.79561 2.32881
H 2.99385 1.05515 2.54280
H 4.05830 1.60590 4.70240
H 2.69255 2.50321 6.56001
H 0.25662 2.79747 6.27292
H -0.80752 2.24236 4.09908
C 2.38057 -0.69644 -3.43118
C 1.91173 -0.15890 -4.62587
C 0.66226 0.43062 -4.65624
C -0.11544 0.47774 -3.49978
C 0.32884 -0.09652 -2.29726
C 1.60496 -0.67328 -2.28365
C -1.41723 1.16377 -3.43719
C -1.90530 1.98993 -4.48173
C -3.04817 2.69187 -4.29304
C -3.76308 2.55815 -3.07719
C -4.95509 3.28391 -2.82972
C -5.64126 3.10984 -1.66612
C -5.17238 2.17325 -0.71657
C -4.02417 1.46811 -0.92934
C -3.26703 1.67160 -2.10544
N -2.06907 1.00795 -2.29774
H 3.37018 -1.13610 -3.39122
H 2.52214 -0.18845 -5.51859
H 0.29612 0.85154 -5.58401
H 1.99732 -1.08308 -1.36475
H -1.34832 2.07087 -5.40240
H -3.42846 3.35352 -5.06213
H -5.30683 3.97698 -3.58418
H -6.54328 3.67493 -1.47381
H -5.72457 2.01215 0.20006
H -3.67829 0.77198 -0.18152
Te -2.46178 -1.85118 -0.79831
C -2.25390 -2.76837 -2.68935
C -2.33562 -4.10974 -2.94314
C -2.41570 -4.40563 -4.33247
C -2.39529 -3.28383 -5.10429
S -2.27096 -1.87251 -4.15075
H -2.33491 -4.85865 -2.16286
H -2.48901 -5.40589 -4.73402
H -2.45974 -3.21481 -6.17840

The expectation value of S² is 0.76. Its energy above the lowest of the compared OMol25 structures with the same formula, charge and spin is 102.7 kJ/mol. The multiplicity is 2. The orbital gap (spin up / spin down) comes out at 5.789 / 5.203 eV. For the HOMO energy (spin up / spin down), the calculation gives -6.77 / -6.76 eV.

***

The following is a quantum chemistry calculation of 2 unconnected molecules or ions with the total composition CH3FN2O2, from the Open Molecules 2025 dataset.

CARTESIAN COORDINATES (ANGSTROEM)
C -0.77474 0.82715 0.39875
N -0.02089 -0.16764 0.21602
N 1.48760 -0.01641 0.04895
O 1.97927 0.74906 0.79839
O 1.87580 -0.66607 -0.83222
F -1.55354 -1.94865 -0.95406
H -0.30976 1.84604 0.28129
H -1.86389 0.80053 0.60821
H -0.81985 -1.42400 -0.56533

Its energy above the lowest of the compared OMol25 structures with the same formula, charge and spin is 133.3 kJ/mol. The multiplicity is 1. The orbital gap comes out at 10.795 eV. For the HOMO energy, the calculation gives -11.51 eV.

***

The following is a quantum chemistry calculation of 2 unconnected molecules or ions with the total composition C2H6BNO, from the Open Molecules 2025 dataset.

CARTESIAN COORDINATES (ANGSTROEM)
B 0.93484 -0.95043 0.65111
C -0.72773 0.56788 0.00040
C 0.32561 0.28988 -1.23553
N -0.24448 -0.37434 0.94255
O 1.23357 -0.64870 -0.62240
H 1.35708 -1.75154 1.34577
H -0.66088 1.57749 0.47788
H -1.74336 0.41512 -0.12145
H -0.25088 -0.08627 -2.03975
H 0.82749 1.19976 -1.66045
H -1.05127 -0.23886 2.26186

Its energy above the lowest of the compared OMol25 structures with the same formula, charge and spin is 253.8 kJ/mol. The multiplicity is 1. The orbital gap comes out at 9.149 eV. For the HOMO energy, the calculation gives -9.13 eV.